Density functional theory data (ωB97M-V/def2-TZVPD) for a cluster of 3 separate species, C23H36N3O4 in total.

Element x y z (Å)
C (0.26028, 4.18942, 2.72543)
C (-0.34334, 2.78953, 2.65032)
C (-1.12666, 2.49489, 3.93288)
C (0.73417, 1.73036, 2.41355)
C (0.14949, 0.32012, 2.32039)
C (1.06219, -0.65208, 1.55390)
O (2.44004, -0.29667, 1.63969)
C (3.12807, -0.37907, 0.42146)
O (2.55724, 0.35831, -0.62038)
C (3.01887, 1.67944, -0.84532)
C (3.28725, 1.85414, -2.33318)
O (3.28512, 3.21296, -2.73331)
C (-1.29241, 0.21459, 1.74403)
C (-2.03227, 1.49336, 1.21444)
C (-2.27991, 1.35905, -0.28602)
C (-3.39927, 1.69364, 1.91462)
N (-1.20099, 2.71652, 1.43381)
O (-0.67057, 3.25243, 0.40601)
H (0.40316, 4.47904, 3.76900)
H (-0.39764, 4.91270, 2.24233)
H (1.22872, 4.23475, 2.22280)
H (-1.66864, 1.55135, 3.90868)
H (-1.83635, 3.29805, 4.14958)
H (-0.41235, 2.44526, 4.76010)
H (1.45088, 1.76110, 3.24079)
H (1.26839, 2.00181, 1.50367)
H (0.10898, -0.05038, 3.35091)
H (0.75957, -0.69251, 0.50581)
H (0.94355, -1.65806, 1.97590)
H (3.15366, -1.41752, 0.07163)
H (4.14375, -0.03298, 0.63818)
H (3.93030, 1.85069, -0.25763)
H (2.25387, 2.40296, -0.53859)
H (4.24753, 1.39649, -2.60086)
H (2.49543, 1.34386, -2.88693)
H (3.50123, 3.77278, -1.98516)
H (-1.28598, -0.49493, 0.91237)
H (-1.92558, -0.24888, 2.50444)
H (-2.97058, 0.52293, -0.42813)
H (-1.35589, 1.15604, -0.82919)
H (-2.73898, 2.27017, -0.67235)
H (-4.16839, 1.91995, 1.17129)
H (-3.71140, 0.79838, 2.45463)
H (-3.37976, 2.53106, 2.61022)
N (-2.96746, -1.97816, -0.42082)
C (-2.61033, -3.09141, 0.21396)
C (-2.46212, -4.31659, -0.41834)
C (-2.70663, -4.38842, -1.78065)
C (-3.11569, -3.24408, -2.44655)
C (-3.22992, -2.06661, -1.72351)
H (-2.39705, -2.98819, 1.27327)
H (-2.13287, -5.18267, 0.13923)
H (-2.56200, -5.31633, -2.31823)
H (-3.31075, -3.25606, -3.50997)
H (-3.51982, -1.14343, -2.21487)
N (0.77472, -4.07496, -3.45212)
C (1.88795, -3.97143, -4.17533)
C (2.77834, -2.91313, -4.06660)
C (2.49862, -1.90331, -3.15907)
C (1.34554, -1.99882, -2.39829)
C (0.52190, -3.10101, -2.58034)
H (2.07519, -4.77563, -4.87854)
H (3.66587, -2.88301, -4.68399)
H (3.16258, -1.05443, -3.05019)
H (1.08023, -1.22857, -1.68738)
H (-0.39107, -3.20877, -2.00749)

Force components x, y, z for each atom (eV/Å):
C 0.1 0.1 0.0
C -0.2 -0.2 0.0
C 0.0 0.1 0.0
C 0.0 0.0 0.1
C 0.0 -0.1 0.2
C 0.1 -0.2 0.0
O -0.1 0.4 0.0
C 0.1 -0.2 0.1
O 0.1 -0.1 -0.1
C 0.0 0.1 0.2
C 0.1 0.0 0.0
O -0.1 0.0 -0.1
C -0.1 -0.1 0.0
C 0.0 0.0 0.1
C -0.1 -0.1 0.1
C -0.1 0.1 -0.1
N 0.2 -0.1 0.0
O 0.0 0.1 -0.1
H 0.0 0.0 -0.1
H 0.0 0.0 0.1
H -0.1 0.0 0.0
H 0.0 0.0 0.0
H 0.0 -0.1 0.0
H -0.1 0.0 -0.1
H 0.0 0.0 -0.2
H 0.0 0.0 0.0
H -0.1 0.0 -0.1
H 0.0 0.1 0.0
H 0.0 0.0 -0.1
H -0.1 0.0 0.0
H -0.1 0.0 0.0
H -0.1 0.1 0.0
H 0.0 0.0 0.0
H -0.1 -0.1 0.0
H 0.0 0.1 0.0
H 0.1 0.1 0.1
H 0.0 0.0 0.1
H 0.0 0.0 -0.1
H 0.1 0.1 0.0
H -0.1 0.1 0.0
H 0.1 0.0 0.0
H 0.1 0.0 0.1
H 0.0 0.0 0.0
H 0.0 -0.1 0.0
N -0.2 0.0 0.0
C 0.2 0.0 0.0
C 0.0 0.0 0.0
C -0.1 -0.1 0.0
C 0.0 0.0 0.0
C 0.1 0.0 0.0
H 0.0 0.0 0.0
H 0.0 0.0 0.0
H 0.0 0.0 0.0
H 0.0 0.0 0.0
H 0.0 0.0 0.0
N 0.0 0.0 0.0
C 0.0 0.0 0.0
C 0.0 0.0 0.0
C 0.0 0.0 0.0
C -0.1 0.0 0.0
C 0.0 0.0 0.0
H 0.0 0.0 0.0
H 0.0 0.0 0.0
H 0.0 0.0 0.0
H 0.0 0.0 0.0
H 0.0 0.1 0.1

Results
* multiplicity: 2
* maximum force: 0.40 eV/Å
* E: -37092.0292 eV
* LUMO energy (spin up / spin down): 0.708 / 0.705 eV
* molar mass: 418.56 g/mol
* <S²>: 0.75

***

Density functional theory data (ωB97M-V/def2-TZVPD) for a structure of composition C23H36P2Pd.

Element x y z (Å)
P (0.47055, -2.65012, -3.07952)
P (0.00276, 2.94180, -1.25510)
C (0.97237, 1.14129, -2.92869)
C (1.40803, 2.21906, -2.07006)
H (0.24187, 1.64962, -3.64302)
H (1.78178, 0.60964, -3.45450)
H (2.10744, 1.92216, -1.30363)
H (1.87616, 3.01462, -2.64568)
C (-1.42143, 3.30274, -2.31150)
H (-2.29669, 3.46150, -1.65262)
H (-1.66322, 2.42878, -2.95324)
H (-1.30115, 4.20523, -2.93129)
C (0.63588, 4.38275, -0.40463)
H (0.07238, 5.29387, -0.65738)
H (1.67559, 4.53669, -0.73567)
H (0.58023, 4.21610, 0.68229)
C (-0.16150, -4.30802, -2.90438)
H (0.09659, -4.63516, -1.88132)
H (0.36376, -4.95373, -3.59855)
H (-1.23141, -4.31148, -3.08793)
C (2.21573, -2.41589, -2.74492)
H (2.57454, -1.42632, -3.04319)
H (2.78489, -3.15165, -3.31302)
H (2.36372, -2.62513, -1.66952)
Pd (-0.68884, 0.19028, -3.52185)
C (0.30782, 1.17880, -5.65038)
C (-1.01075, 1.59586, -5.46720)
C (-2.26128, 0.89884, -5.70317)
C (-2.00090, -0.62933, -5.80460)
C (-1.33324, -1.23738, -4.62373)
C (-0.02723, -1.85435, -4.76046)
C (1.15594, -1.23274, -5.53586)
C (0.88162, 0.01424, -6.37642)
C (-0.37096, -1.85125, -1.64470)
H (1.06195, 1.91793, -5.31603)
H (-1.16364, 2.67803, -5.35111)
H (-2.70075, 1.25141, -6.65314)
H (-2.97128, 1.06612, -4.85069)
H (-2.97421, -1.10990, -5.93402)
H (-1.48720, -0.86748, -6.73148)
H (-2.04874, -1.88622, -4.15096)
H (-0.18561, -2.85726, -5.24971)
H (1.62357, -1.95663, -6.22721)
H (1.97528, -1.02428, -4.84071)
H (1.88852, 0.40926, -6.62825)
H (0.33636, -0.23462, -7.31129)
H (-0.53728, -0.73932, -1.58879)
H (0.27233, -2.05334, -0.79674)
H (-1.26195, -2.36513, -1.30479)
C (-0.58320, 1.60334, -0.25981)
C (-0.47489, 1.32050, 0.92141)
C (-0.39233, 1.29611, 2.33120)
C (-1.40167, 1.97812, 3.02431)
C (-1.27261, 2.27194, 4.36695)
C (-0.11697, 1.81827, 5.05758)
C (0.87719, 1.07852, 4.37996)
C (0.74012, 0.80581, 3.02658)
H (-2.28672, 2.33710, 2.46400)
H (-2.03492, 2.84608, 4.89342)
H (-0.02051, 2.01254, 6.11611)
H (1.76189, 0.73929, 4.92938)
H (1.51210, 0.24863, 2.48671)

Force components x, y, z for each atom (eV/Å):
P -1.7 3.5 0.4
P -0.9 -2.2 1.2
C 0.5 0.5 -0.3
C 0.6 1.1 -0.1
H 2.3 1.0 0.9
H 0.0 0.5 0.0
H 0.2 0.0 0.7
H 0.5 0.8 0.0
C -0.4 0.5 -0.3
H 0.5 -0.1 -0.1
H 0.3 0.5 0.5
H 0.1 -0.3 0.1
C 0.0 1.1 0.1
H 0.1 -0.3 0.2
H -0.3 0.0 0.3
H 0.1 0.0 -0.4
C 1.2 -0.5 0.1
H -0.4 0.1 -0.4
H -0.1 -0.4 -0.2
H 0.0 0.0 0.0
C 0.4 -1.1 0.2
H -0.4 -0.1 0.4
H 0.2 -0.1 0.0
H 0.1 0.3 -0.5
Pd -1.1 -0.1 1.4
C -2.3 1.8 -0.4
C 2.6 0.9 -0.9
C -0.9 -1.8 -0.6
C -1.3 0.0 -1.3
C -2.5 -0.1 -0.1
C 1.5 -4.0 -0.6
C 0.7 -0.3 0.1
C 0.7 0.0 -0.1
C 0.2 0.1 0.6
H -0.6 -0.5 -0.5
H 0.4 -0.3 0.7
H -0.2 0.0 0.3
H 0.4 0.1 -0.8
H -0.1 0.0 0.0
H 0.1 0.2 -0.3
H -0.2 -0.8 0.4
H 0.2 0.2 -0.3
H -0.5 -0.1 0.3
H -0.2 0.4 -0.1
H -0.5 -0.6 -0.4
H 0.4 0.2 0.6
H 0.3 -0.8 -0.4
H 0.7 0.0 0.3
H -0.6 -0.2 -0.6
C -0.3 1.1 -3.5
C 0.4 -0.6 4.3
C 0.4 0.0 -2.1
C -1.3 0.9 0.7
C 0.8 -0.6 0.1
C -0.2 0.0 -0.2
C -0.5 0.2 0.0
C 0.4 -0.2 0.5
H 0.7 -0.3 0.4
H 0.2 -0.2 -0.1
H 0.1 0.0 0.0
H -0.3 0.1 -0.2
H -0.3 0.3 0.2

Results
* multiplicity: 3
* ΔE to the lowest compared entry with this formula, charge and spin: 3.568 eV
* maximum force: 4.36 eV/Å
* E: -46481.1057 eV
* LUMO energy (spin up / spin down): 0.177 / 0.137 eV
* molar mass: 480.91 g/mol
* <S²>: 2.03

***

Density functional theory data (ωB97M-V/def2-TZVPD) for a structure of composition C23H36P2Sr.

Element x y z (Å)
P (0.19520, -1.39340, -6.62250)
P (0.00990, 1.79350, -6.51040)
C (-0.20170, -0.47460, -8.19660)
C (0.28170, 0.98100, -8.16750)
H (-1.29190, -0.49870, -8.31830)
H (0.23250, -1.01330, -9.05020)
H (1.35920, 1.01570, -8.37110)
H (-0.21580, 1.57340, -8.94780)
C (-1.59340, 2.66250, -6.85930)
H (-1.81430, 3.35400, -6.03980)
H (-2.40880, 1.93440, -6.90800)
H (-1.56020, 3.22570, -7.80040)
C (1.16270, 3.23360, -6.71650)
H (0.99160, 3.76840, -7.65900)
H (2.19780, 2.87820, -6.69270)
H (1.02790, 3.93140, -5.88380)
C (-0.96750, -2.82420, -6.83720)
H (-0.76930, -3.57490, -6.06540)
H (-0.86690, -3.29410, -7.82340)
H (-1.99840, -2.47800, -6.71220)
C (1.76920, -2.22660, -7.14770)
H (2.57730, -1.49140, -7.20880)
H (1.66610, -2.72630, -8.11920)
H (2.05230, -2.96960, -6.39510)
Sr (0.00000, 0.00000, 0.00000)
C (0.66430, 1.52960, -1.47650)
C (-0.72310, 1.46380, -1.55420)
C (-1.50100, 0.74600, -2.64500)
C (-1.87820, -0.70840, -2.27130)
C (-0.81110, -1.44290, -1.49040)
C (0.56160, -1.36800, -1.70260)
C (1.22790, -0.58480, -2.82170)
C (1.64540, 0.84590, -2.40270)
C (0.08360, -1.46700, 1.46860)
H (1.09150, 2.31780, -0.85960)
H (-1.28450, 2.18680, -0.96710)
H (-0.93030, 0.76360, -3.57750)
H (-2.42360, 1.30270, -2.83950)
H (-2.78050, -0.68970, -1.65060)
H (-2.13920, -1.27020, -3.18120)
H (-1.17640, -2.26770, -0.88130)
H (1.17730, -2.12220, -1.21810)
H (0.56590, -0.54890, -3.69130)
H (2.12430, -1.12650, -3.14100)
H (2.60540, 0.79320, -1.87800)
H (1.81530, 1.46140, -3.29940)
H (0.79860, -1.20230, 2.25420)
H (0.35880, -2.44390, 1.05050)
H (-0.90720, -1.55520, 1.93280)
C (-0.14940, 1.63350, 2.11510)
C (-0.21380, 1.55730, 3.31570)
C (-0.13690, 1.32050, 4.73380)
C (-1.16910, 1.72210, 5.59160)
C (-1.09370, 1.42630, 6.95860)
C (0.01020, 0.73150, 7.46790)
C (1.04220, 0.33730, 6.61350)
C (0.96990, 0.62920, 5.24870)
H (-2.03420, 2.24570, 5.20450)
H (-1.89420, 1.72530, 7.62220)
H (0.06310, 0.49640, 8.52300)
H (1.89420, -0.20660, 7.00520)
H (1.76880, 0.30460, 4.59190)

Force components x, y, z for each atom (eV/Å):
P -0.1 -0.8 -0.3
P 0.0 0.8 -0.2
C -0.1 0.0 0.1
C 0.1 0.0 0.1
H 0.1 0.0 0.1
H -0.2 0.1 0.1
H -0.1 0.0 0.1
H 0.2 -0.1 0.1
C 0.1 -0.1 0.0
H 0.0 -0.1 -0.1
H 0.1 0.1 0.0
H 0.0 -0.1 0.2
C -0.1 -0.1 -0.1
H 0.0 -0.1 0.1
H -0.1 0.0 0.0
H 0.0 -0.1 -0.1
C 0.1 0.1 -0.1
H 0.0 0.1 -0.1
H 0.0 0.1 0.1
H 0.1 0.0 0.0
C -0.1 0.1 0.1
H -0.1 -0.1 0.0
H 0.0 0.1 0.2
H 0.0 0.1 -0.1
Sr 0.2 4.2 9.5
C -2.3 4.4 -4.8
C 2.2 4.2 -4.3
C 0.2 -0.3 0.1
C 0.0 0.5 0.3
C 1.8 -3.8 -4.9
C -2.6 -3.6 -4.0
C -0.2 0.3 0.1
C 0.0 -0.5 0.4
C 0.6 -4.9 4.1
H -0.2 -0.4 0.6
H 0.1 -0.3 0.6
H 0.0 0.0 0.1
H 0.2 0.0 0.1
H 0.0 0.0 -0.1
H 0.2 0.0 0.2
H 0.2 0.4 0.5
H -0.1 0.3 0.5
H 0.1 0.0 0.1
H -0.2 0.0 0.1
H 0.0 0.0 -0.1
H -0.1 -0.1 0.2
H -0.1 -0.2 0.2
H 0.0 -0.5 0.4
H 0.0 -0.1 0.2
C -0.1 0.4 -2.5
C 0.2 -0.2 2.2
C -0.1 0.0 -0.4
C 0.3 -0.3 0.8
C 0.5 -0.2 -0.5
C -0.1 0.2 -0.3
C -0.4 0.3 -0.3
C -0.1 -0.1 0.8
H 0.1 0.0 -0.1
H 0.0 0.0 0.0
H 0.0 0.0 0.0
H 0.0 0.0 0.0
H -0.2 0.1 -0.1

Results
* ΔE to the lowest compared entry with this formula, charge and spin: 0.704 eV
* maximum force: 10.36 eV/Å
* E: -43836.3842 eV
* LUMO energy: -0.659 eV
* molar mass: 462.11 g/mol